[1]
This record from the OMol25 dataset describes an isolated ion of composition C7H8NS and charge +1 in a non-equilibrium geometry. The level of theory is ωB97M-V/def2-TZVPD.

CARTESIAN COORDINATES (ANGSTROEM)
1 C 2.268 0.338 0.539
2 C 1.200 1.194 0.738
3 C 2.154 -0.848 -0.203
4 C -0.024 -2.220 -0.708
5 C -0.079 1.089 0.285
6 C -0.354 -1.415 0.292
7 C -2.695 1.153 -0.366
8 N 1.029 -1.479 -0.252
9 S -1.065 1.905 -0.698
10 H 3.247 0.650 0.864
11 H 1.364 2.064 1.374
12 H 3.013 -1.302 -0.684
13 H -0.233 -2.910 -1.493
14 H -0.791 -1.270 1.246
15 H -2.721 0.774 0.649
16 H -2.872 0.349 -1.075
17 H -3.443 1.929 -0.507

Computed properties:
Net charge   +1
Orbital gap (spin up / spin down)   6.7 / 7.4 eV
Energy relative to the best compared isomer or geometry (same formula, charge and spin)   224.2 kJ/mol
Highest occupied orbital energy (spin up / spin down)   -10.669 / -13.567 eV
Multiplicity   3
<S²>   2.065

Here are the natural (NBO) charges for atoms 1 to 5, given in e:
1 C -0.161
2 C -0.290
3 C 0.054
4 C 0.024
5 C -0.229

---

[2]
This record from the OMol25 dataset describes C37H26Cl4N8OPrSSe as an isolated structure in a non-equilibrium geometry. The level of theory is ωB97M-V/def2-TZVPD.

CARTESIAN COORDINATES (ANGSTROEM)
1 Pr -0.619 0.315 -0.661
2 C 2.562 0.844 -4.442
3 C 1.354 0.760 -3.734
4 N 1.229 0.127 -2.591
5 C 2.307 -0.522 -2.080
6 C 3.596 -0.401 -2.665
7 C 3.683 0.295 -3.889
8 C 4.725 -0.949 -2.022
9 C 4.555 -1.585 -0.821
10 C 3.282 -1.804 -0.286
11 C 2.123 -1.372 -0.928
12 N 0.835 -1.647 -0.557
13 C 0.493 -2.769 0.134
14 C 1.281 -3.911 0.298
15 C 0.912 -4.952 1.154
16 C -0.267 -4.921 1.848
17 C -1.179 -3.879 1.586
18 C -2.467 -3.851 2.158
19 C -3.353 -2.882 1.787
20 C -2.949 -1.931 0.839
21 N -1.744 -1.884 0.320
22 C -0.842 -2.832 0.687
23 H 2.598 1.363 -5.390
24 H 0.462 1.230 -4.127
25 H 4.647 0.378 -4.379
26 H 5.701 -0.848 -2.479
27 H 5.418 -1.960 -0.282
28 H 3.196 -2.325 0.656
29 H 2.216 -3.982 -0.236
30 H 1.593 -5.786 1.282
31 H -0.532 -5.698 2.554
32 H -2.739 -4.618 2.874
33 H -4.354 -2.840 2.194
34 H -3.658 -1.182 0.510
35 Cl -3.435 0.943 -0.940
36 C -4.276 0.111 -2.224
37 C -5.653 0.220 -2.256
38 C -6.366 -0.399 -3.267
39 C -5.679 -1.105 -4.243
40 C -4.300 -1.184 -4.203
41 Cl -3.503 -2.040 -5.480
42 C -3.522 -0.596 -3.178
43 S -1.804 -0.746 -3.120
44 H -6.155 0.796 -1.489
45 H -7.444 -0.322 -3.301
46 H -6.209 -1.603 -5.044
47 Se -1.967 1.555 2.016
48 N -0.817 0.201 1.778
49 C -0.283 -0.100 2.998
50 C 0.625 -1.134 3.248
51 C 1.174 -1.267 4.521
52 C 0.816 -0.397 5.545
53 C -0.114 0.613 5.323
54 C -0.694 0.758 4.066
55 N -1.712 1.618 3.753
56 H 0.893 -1.822 2.453
57 H 1.901 -2.049 4.710
58 H 1.257 -0.514 6.528
59 H -0.428 1.271 6.125
60 N 2.615 1.381 2.081
61 C 2.312 1.935 0.892
62 N 2.991 3.080 0.582
63 O 1.550 1.433 0.059
64 H 3.043 1.940 2.797
65 H 2.055 0.610 2.409
66 H 3.400 3.618 1.324
67 H 2.610 3.618 -0.182
68 Cl -0.902 2.734 -2.401
69 C -0.228 3.856 -1.246
70 C 0.535 4.915 -1.671
71 C 1.080 5.792 -0.738
72 C 0.824 5.576 0.611
73 C 0.061 4.506 1.028
74 Cl -0.197 4.258 2.726
75 C -0.505 3.545 0.127
76 N -1.213 2.456 0.402
77 H 0.697 5.072 -2.730
78 H 1.662 6.645 -1.060
79 H 1.241 6.240 1.358

Computed properties:
Net charge   -1
Orbital gap (spin up / spin down)   6.3 / 6.3 eV
Energy relative to the best compared isomer or geometry (same formula, charge and spin)   57.0 kJ/mol
Highest occupied orbital energy (spin up / spin down)   -3.972 / -3.971 eV
Multiplicity   3
<S²>   2.002

Here are the Löwdin charges for atoms 1 to 5, given in e:
1 Pr 0.483
2 C -0.046
3 C -0.151
4 N 0.033
5 C -0.144

---

[3]
This record from the OMol25 dataset describes one molecule with the formula C27H29N3O7S in a non-equilibrium geometry. The level of theory is ωB97M-V/def2-TZVPD.

CARTESIAN COORDINATES (ANGSTROEM)
1 C 2.420 1.169 5.529
2 C 2.002 2.530 4.977
3 O 2.266 2.683 3.596
4 C 1.339 2.269 2.683
5 C 1.546 2.681 1.366
6 C 0.659 2.343 0.368
7 C -0.464 1.563 0.646
8 N -1.395 1.222 -0.350
9 C -2.674 0.663 0.035
10 C -3.445 0.389 -1.264
11 C -3.882 -1.081 -1.288
12 O -3.779 -1.795 -0.311
13 N -4.477 -1.501 -2.427
14 C -4.922 -2.874 -2.541
15 C -3.813 -3.811 -3.053
16 N -2.603 -3.601 -2.288
17 C -2.422 -4.171 -1.051
18 O -3.087 -5.041 -0.573
19 S -0.987 -3.441 -0.286
20 C -0.702 -2.389 -1.661
21 C 0.245 -1.447 -1.875
22 C 1.297 -0.943 -1.051
23 C 1.530 -1.342 0.265
24 C 2.561 -0.780 0.993
25 C 3.382 0.195 0.439
26 O 4.423 0.790 1.056
27 C 4.692 0.469 2.399
28 C 3.136 0.631 -0.888
29 O 3.945 1.624 -1.337
30 C 3.659 2.185 -2.598
31 C 2.119 0.052 -1.610
32 C -1.722 -2.617 -2.677
33 O -1.828 -2.016 -3.731
34 C -2.494 0.823 -2.382
35 C -1.241 1.347 -1.691
36 O -0.280 1.797 -2.278
37 C -0.660 1.142 1.958
38 C 0.225 1.491 2.963
39 H 2.173 1.116 6.586
40 H 3.493 1.032 5.415
41 H 1.910 0.361 5.010
42 H 2.594 3.314 5.460
43 H 0.942 2.722 5.185
44 H 2.416 3.278 1.145
45 H 0.831 2.688 -0.637
46 H -3.204 1.361 0.690
47 H -2.542 -0.286 0.568
48 H -4.368 0.974 -1.296
49 H -4.385 -0.958 -3.271
50 H -5.782 -2.920 -3.210
51 H -5.215 -3.192 -1.537
52 H -4.126 -4.851 -2.945
53 H -3.567 -3.589 -4.095
54 H 0.172 -0.983 -2.854
55 H 0.904 -2.092 0.721
56 H 2.720 -1.107 2.008
57 H 3.851 0.737 3.041
58 H 5.560 1.068 2.674
59 H 4.931 -0.593 2.521
60 H 3.848 1.470 -3.406
61 H 2.623 2.532 -2.657
62 H 4.336 3.031 -2.702
63 H 1.912 0.375 -2.616
64 H -2.908 1.620 -3.002
65 H -2.202 0.010 -3.049
66 H -1.505 0.531 2.227
67 H 0.019 1.142 3.963

Computed properties:
Net charge   0
Orbital gap   7.4 eV
Energy relative to the best compared isomer or geometry (same formula, charge and spin)   0.0 kJ/mol
Highest occupied orbital energy   -7.638 eV

Here are the natural (NBO) charges for atoms 1 to 5, given in e:
1 C -0.639
2 C -0.064
3 O -0.520
4 C 0.363
5 C -0.271

---

[4]
This record from the OMol25 dataset describes a 3-piece molecular cluster, C2H11N2O2 overall in a non-equilibrium geometry. The level of theory is ωB97M-V/def2-TZVPD.

CARTESIAN COORDINATES (ANGSTROEM)
1 C 1.893 -0.077 -1.654
2 N 0.944 0.507 -0.864
3 C 0.886 1.810 -0.673
4 N -0.233 2.336 -0.050
5 H 1.876 -0.134 -2.716
6 H 2.046 -1.246 -1.653
7 H 2.916 0.455 -1.450
8 H 0.035 -0.047 -0.463
9 H 1.622 2.529 -1.141
10 H -0.877 1.596 0.171
11 H -0.057 3.162 0.611
12 H -2.972 -2.485 2.009
13 H -1.879 -3.394 1.937
14 O -2.389 -2.845 1.403
15 H -1.033 -0.330 2.240
16 H -1.486 -1.371 1.006
17 O -1.292 -0.465 1.287

Computed properties:
Net charge   +2
Orbital gap (spin up / spin down)   7.8 / 3.4 eV
Energy relative to the best compared isomer or geometry (same formula, charge and spin)   350.9 kJ/mol
Highest occupied orbital energy (spin up / spin down)   -18.112 / -18.086 eV
Multiplicity   2
<S²>   0.792

Here are the natural (NBO) charges for atoms 1 to 5, given in e:
1 C -0.520
2 N -0.276
3 C 0.347
4 N -0.443
5 H 0.390

---

[5]
This record from the OMol25 dataset describes a 12-piece molecular cluster, C16H56N4O12 overall in a non-equilibrium geometry. The level of theory is ωB97M-V/def2-TZVPD.

CARTESIAN COORDINATES (ANGSTROEM)
1 N -1.375 -1.723 5.127
2 C -0.764 -2.437 4.207
3 N 0.501 -2.057 4.070
4 O -1.327 -3.500 3.554
5 H -2.163 -2.201 5.657
6 H -0.992 -0.843 5.549
7 H 0.962 -2.387 3.225
8 H 1.085 -1.514 4.719
9 N 0.015 0.281 2.796
10 C -1.195 0.739 2.585
11 N -2.137 0.069 3.226
12 O -1.451 1.827 1.766
13 H 0.871 0.776 2.383
14 H 0.124 -0.612 3.259
15 H -3.066 0.362 3.077
16 H -1.936 -0.687 3.926
17 C -1.772 3.996 -3.943
18 C -1.725 2.582 -4.457
19 O -1.279 1.646 -3.526
20 H -0.800 4.425 -3.889
21 H -2.261 4.038 -2.978
22 H -2.380 4.513 -4.722
23 H -1.208 2.452 -5.408
24 H -2.801 2.354 -4.665
25 H -1.758 1.588 -2.718
26 C 2.739 2.102 3.789
27 C 2.864 1.083 2.628
28 O 2.140 1.666 1.618
29 H 3.125 3.043 3.440
30 H 3.349 1.789 4.596
31 H 1.683 2.343 4.103
32 H 2.469 0.111 2.939
33 H 3.856 0.937 2.259
34 H 2.624 2.468 1.420
35 C -4.126 -4.163 0.716
36 C -3.454 -2.760 0.601
37 O -2.762 -2.598 -0.579
38 H -4.915 -4.329 0.005
39 H -4.598 -4.294 1.643
40 H -3.400 -4.981 0.702
41 H -2.752 -2.693 1.469
42 H -4.175 -1.973 0.821
43 H -2.114 -1.910 -0.445
44 C 4.568 1.098 -1.178
45 C 3.377 1.884 -1.763
46 O 2.904 1.287 -2.935
47 H 5.527 0.993 -1.693
48 H 4.383 0.061 -0.969
49 H 4.736 1.558 -0.246
50 H 3.557 2.954 -1.940
51 H 2.547 1.843 -1.124
52 H 2.326 1.932 -3.442
53 C -0.003 0.147 -0.727
54 O -0.410 -1.066 -0.088
55 H 0.617 -0.023 -1.598
56 H 0.488 0.791 -0.018
57 H -0.884 0.579 -1.110
58 H -0.150 -1.021 0.829
59 C 3.248 -2.256 -2.486
60 O 3.696 -2.873 -3.663
61 H 3.968 -2.089 -1.657
62 H 2.558 -2.972 -2.114
63 H 2.761 -1.285 -2.677
64 H 4.560 -2.579 -3.774
65 C -0.631 3.726 -0.507
66 O -1.215 4.903 0.046
67 H -1.253 2.882 -0.584
68 H 0.241 3.436 0.071
69 H -0.361 3.874 -1.534
70 H -1.385 4.863 0.989
71 C -0.816 -2.251 -3.278
72 O -0.261 -2.915 -2.196
73 H -1.126 -1.256 -3.008
74 H -1.652 -2.751 -3.755
75 H -0.027 -2.112 -4.042
76 H -0.305 -2.388 -1.415
77 C -3.543 1.158 -0.950
78 O -3.621 2.169 -1.950
79 H -3.248 0.216 -1.418
80 H -4.429 0.869 -0.432
81 H -2.786 1.487 -0.285
82 H -4.030 2.875 -1.482
83 C 2.419 -2.762 0.817
84 O 1.245 -2.802 1.643
85 H 1.945 -2.953 -0.087
86 H 3.251 -3.559 1.026
87 H 2.870 -1.732 0.931
88 H 0.623 -3.465 1.227

Computed properties:
Net charge   0
Orbital gap   8.9 eV
Energy relative to the best compared isomer or geometry (same formula, charge and spin)   376.0 kJ/mol
Highest occupied orbital energy   -9.081 eV

Here are the Löwdin charges for atoms 1 to 5, given in e:
1 N 0.101
2 C -0.612
3 N 0.123
4 O -0.064
5 H 0.176

---

[6]
This record from the OMol25 dataset describes one molecule with the formula C4H5PS2 in a non-equilibrium geometry. The level of theory is ωB97M-V/def2-TZVPD.

CARTESIAN COORDINATES (ANGSTROEM)
1 C 1.208 0.734 -0.086
2 C 1.166 -0.725 -0.141
3 C 0.187 -1.599 0.129
4 S -1.497 -1.640 0.439
5 P -2.053 -0.019 -0.967
6 S -1.518 1.525 0.348
7 C 0.237 1.677 0.202
8 H 2.198 1.158 0.025
9 H 2.067 -1.306 -0.428
10 H 0.612 -2.648 0.280
11 H -3.248 0.161 -0.354
12 H 0.641 2.683 0.552

Computed properties:
Net charge   0
Orbital gap   8.1 eV
Energy relative to the best compared isomer or geometry (same formula, charge and spin)   0.0 kJ/mol
Highest occupied orbital energy   -7.767 eV

Here are the natural (NBO) charges for atoms 1 to 5, given in e:
1 C -0.260
2 C -0.271
3 C -0.378
4 S 0.017
5 P 0.381

---

[7]
This record from the OMol25 dataset describes a 2-piece molecular cluster, C2H3Cl2NO2 overall in a non-equilibrium geometry. The level of theory is ωB97M-V/def2-TZVPD.

CARTESIAN COORDINATES (ANGSTROEM)
1 C 0.877 -0.068 2.227
2 C 1.351 -0.229 0.968
3 Cl 0.915 -1.463 -0.092
4 N 2.100 0.904 0.294
5 O 2.335 1.855 1.004
6 O 2.398 0.807 -0.897
7 H 0.122 -0.700 2.517
8 H 1.107 0.755 2.839
9 Cl -1.232 -3.652 -1.421
10 H -0.245 -2.981 -1.185

Computed properties:
Net charge   0
Orbital gap   9.8 eV
Energy relative to the best compared isomer or geometry (same formula, charge and spin)   438.6 kJ/mol
Highest occupied orbital energy   -10.867 eV

Here are the natural (NBO) charges for atoms 1 to 5, given in e:
1 C -0.311
2 C -0.013
3 Cl 0.070
4 N 0.499
5 O -0.352

---

[8]
This record from the OMol25 dataset describes one molecule with the formula C4H7NO2 in a non-equilibrium geometry. The level of theory is ωB97M-V/def2-TZVPD.

CARTESIAN COORDINATES (ANGSTROEM)
1 C 0.972 -1.457 -0.245
2 C -0.012 -0.383 0.099
3 N -0.500 -0.230 1.276
4 O 0.009 -1.174 2.158
5 C -0.417 0.613 -0.952
6 C -0.849 1.944 -0.568
7 O 0.419 1.799 -1.172
8 H 0.570 -2.446 -0.004
9 H 1.226 -1.409 -1.305
10 H 1.880 -1.327 0.353
11 H -0.444 -0.976 2.991
12 H -0.483 0.395 -2.006
13 H -1.647 2.455 -1.101
14 H -0.723 2.197 0.476

Computed properties:
Net charge   0
Orbital gap   10.8 eV
Energy relative to the best compared isomer or geometry (same formula, charge and spin)   386.1 kJ/mol
Highest occupied orbital energy   -9.848 eV

Here are the natural (NBO) charges for atoms 1 to 5, given in e:
1 C -0.681
2 C 0.186
3 N -0.117
4 O -0.569
5 C -0.018

---

[9]
This record from the OMol25 dataset describes C44H36BrIrN5O2P2S as an isolated structure. The level of theory is ωB97M-V/def2-TZVPD.

CARTESIAN COORDINATES (ANGSTROEM)
1 Ir -0.028 0.019 0.395
2 N 5.550 -1.223 -5.692
3 C 5.033 -1.156 -4.435
4 C 3.670 -1.412 -4.210
5 C 3.148 -1.324 -2.938
6 C 3.970 -0.989 -1.869
7 C 5.317 -0.726 -2.074
8 C 5.845 -0.812 -3.343
9 S 3.293 -0.896 -0.261
10 O 2.733 -2.240 0.034
11 O 4.298 -0.499 0.676
12 N 2.010 0.081 -0.327
13 C 2.286 1.434 -0.498
14 N 1.216 2.203 -0.250
15 C 1.392 3.515 -0.276
16 C 2.624 4.070 -0.592
17 C 3.636 3.184 -0.907
18 N 3.483 1.862 -0.866
19 H 4.993 -1.541 -6.462
20 H 6.534 -1.108 -5.848
21 H 3.030 -1.669 -5.044
22 H 2.091 -1.503 -2.773
23 H 5.938 -0.449 -1.233
24 H 6.896 -0.606 -3.503
25 H 0.520 4.122 -0.060
26 H 2.782 5.137 -0.613
27 H 4.615 3.541 -1.205
28 N -0.865 -3.246 -0.165
29 P -1.791 -1.802 -0.055
30 C -3.272 -2.238 0.869
31 C -3.441 -1.647 2.120
32 C -4.546 -1.968 2.897
33 C -5.473 -2.886 2.429
34 C -5.304 -3.483 1.185
35 C -4.210 -3.159 0.404
36 C -2.318 -1.566 -1.764
37 C -3.586 -1.070 -2.058
38 C -3.926 -0.759 -3.367
39 C -3.001 -0.930 -4.385
40 C -1.732 -1.416 -4.096
41 C -1.390 -1.730 -2.793
42 P 0.785 -3.038 0.196
43 C 1.432 -4.665 -0.218
44 C 0.851 -5.776 0.395
45 C 1.275 -7.050 0.059
46 C 2.269 -7.219 -0.894
47 C 2.844 -6.116 -1.507
48 C 2.433 -4.835 -1.170
49 C 0.750 -2.759 1.995
50 C 1.794 -2.171 2.716
51 C 1.695 -2.021 4.090
52 C 0.565 -2.449 4.769
53 C -0.477 -3.036 4.066
54 C -0.389 -3.188 2.694
55 H -1.129 -3.991 -0.800
56 H -2.711 -0.940 2.484
57 H -4.679 -1.499 3.863
58 H -6.334 -3.141 3.033
59 H -6.032 -4.197 0.825
60 H -4.092 -3.611 -0.574
61 H -4.308 -0.912 -1.266
62 H -4.914 -0.378 -3.587
63 H -3.267 -0.686 -5.405
64 H -1.010 -1.551 -4.891
65 H -0.394 -2.100 -2.576
66 H 0.081 -5.646 1.146
67 H 0.834 -7.911 0.544
68 H 2.602 -8.215 -1.155
69 H 3.622 -6.247 -2.248
70 H 2.896 -3.977 -1.636
71 H 2.695 -1.839 2.226
72 H 2.516 -1.567 4.628
73 H 0.497 -2.327 5.842
74 H -1.363 -3.377 4.585
75 H -1.212 -3.647 2.165
76 Br -0.450 0.628 3.000
77 C -2.120 1.499 2.633
78 C -2.875 1.885 3.700
79 C -4.103 2.537 3.474
80 C -4.506 2.806 2.199
81 C -3.719 2.420 1.086
82 C -4.120 2.738 -0.233
83 C -3.347 2.367 -1.294
84 C -2.172 1.615 -1.088
85 C -1.732 1.255 0.166
86 C -2.501 1.714 1.284
87 H -2.535 1.701 4.710
88 H -4.709 2.834 4.319
89 H -5.437 3.327 2.018
90 H -5.042 3.288 -0.378
91 H -3.643 2.628 -2.302
92 H -1.614 1.299 -1.964

Computed properties:
Net charge   +1
Orbital gap (spin up / spin down)   6.8 / 5.8 eV
Energy relative to the best compared isomer or geometry (same formula, charge and spin)   23.0 kJ/mol
Highest occupied orbital energy (spin up / spin down)   -8.697 / -10.024 eV
Multiplicity   5
<S²>   6.014

Here are the Löwdin charges for atoms 1 to 5, given in e:
1 Ir 0.932
2 N 0.125
3 C -0.308
4 C -0.019
5 C -0.073